# C50H97N6O25P

12 unconnected molecules or ions with the total composition C50H97N6O25P (ωB97M-V/def2-TZVPD, OMol25).

- orbital gap (eV) = 8.653
- calculated total energy (hartree) = -4514.18040
- spin multiplicity = 1
- lowest unoccupied orbital energy (eV) = 0.66
- SMILES = CN(C)P(=O)(N(C)C)N(C)C.CCOC(=O)OC.CCOC(=O)OC.CCOC(=O)OC.CCOC(=O)OC.CCOC(=O)OC.CCOC(=O)OC.CCOC(=O)OC.CCOC(=O)OC.c1cc[nH]c1.c1cc[nH]c1.c1cc[nH]c1
- E_HOMO (eV) = -8.00

Last columns: bonded neighbours and bond lengths (Å).
Atoms and positions in Å:
1 C 1.975 -1.573 0.526  N2 1.460, H12 1.090, H13 1.090, H14 1.090
2 N 1.317 -0.464 1.211  C1 1.460, C3 1.481, P4 1.672
3 C 2.145 0.313 2.162  N2 1.481, H15 1.090, H16 1.090, H17 1.090
4 P 0.164 0.434 0.398  N2 1.672, O5 1.497, N6 1.678, N9 1.726
5 O 0.765 1.325 -0.644  P4 1.497
6 N -0.875 -0.713 -0.251  P4 1.678, C7 1.482, C8 1.438
7 C -1.586 -0.441 -1.521  N6 1.482, H18 1.090, H19 1.090, H20 1.090
8 C -1.449 -1.833 0.445  N6 1.438, H21 1.090, H22 1.090, H23 1.090
9 N -0.708 1.166 1.694  P4 1.726, C10 1.501, C11 1.474
10 C -0.767 2.666 1.676  N9 1.501, H24 1.090, H25 1.090, H26 1.090
11 C -1.633 0.548 2.661  N9 1.474, H27 1.090, H28 1.090, H29 1.090
12 H 2.757 -1.959 1.179  C1 1.090
13 H 2.544 -1.259 -0.349  C1 1.090
14 H 1.314 -2.414 0.316  C1 1.090
15 H 1.481 0.700 2.935  C3 1.090
16 H 2.531 1.157 1.591  C3 1.090
17 H 2.909 -0.242 2.706  C3 1.090
18 H -2.520 0.037 -1.225  C7 1.090
19 H -1.012 0.203 -2.188  C7 1.090
20 H -1.939 -1.316 -2.067  C7 1.090
21 H -1.423 -2.721 -0.187  C8 1.090
22 H -0.883 -1.991 1.362  C8 1.090
23 H -2.447 -1.589 0.808  C8 1.090
24 H -1.770 2.954 1.360  C10 1.090
25 H -0.446 3.131 2.608  C10 1.090
26 H -0.027 2.904 0.912  C10 1.090
27 H -1.594 1.054 3.625  C11 1.090
28 H -1.414 -0.467 2.992  C11 1.090
29 H -2.645 0.672 2.277  C11 1.090
30 C 10.280 -0.705 2.045  C31 1.506, H37 1.090, H38 1.090, H39 1.090
31 C 9.307 -1.587 2.781  C30 1.506, O32 1.459, H40 1.090, H41 1.090
32 O 8.165 -1.936 1.942  C31 1.459, C33 1.452
33 C 6.980 -1.097 1.892  O32 1.452, O34 1.218, O35 1.286
34 O 6.654 -0.272 2.726  C33 1.218
35 O 6.314 -1.462 0.855  C33 1.286, C36 1.398
36 C 5.161 -0.760 0.493  O35 1.398, H42 1.090, H43 1.090, H44 1.090
37 H 11.171 -0.552 2.654  C30 1.090
38 H 9.754 0.244 1.944  C30 1.090
39 H 10.503 -1.194 1.096  C30 1.090
40 H 8.950 -1.104 3.690  C31 1.090
41 H 9.754 -2.537 3.074  C31 1.090
42 H 4.613 -1.300 -0.279  C36 1.090
43 H 5.286 0.227 0.048  C36 1.090
44 H 4.487 -0.644 1.342  C36 1.090
45 C 3.825 -0.437 5.047  C46 1.503, H52 1.090, H53 1.090, H54 1.090
46 C 3.216 -1.710 5.562  C45 1.503, O47 1.382, H55 1.090, H56 1.090
47 O 2.434 -2.377 4.637  C46 1.382, C48 1.335
48 C 1.136 -2.071 4.577  O47 1.335, O49 1.193, O50 1.363
49 O 0.575 -1.166 5.113  C48 1.193
50 O 0.624 -3.076 3.812  C48 1.363, C51 1.480
51 C -0.851 -3.154 3.724  O50 1.480, H57 1.090, H58 1.090, H59 1.090
52 H 3.106 0.369 4.898  C45 1.090
53 H 4.390 -0.554 4.123  C45 1.090
54 H 4.533 -0.117 5.812  C45 1.090
55 H 2.713 -1.411 6.481  C46 1.090
56 H 4.109 -2.289 5.796  C46 1.090
57 H -1.377 -3.348 4.659  C51 1.090
58 H -1.228 -4.035 3.203  C51 1.090
59 H -1.313 -2.286 3.254  C51 1.090
60 C 1.034 -1.130 -3.827  C61 1.625, H67 1.090, H68 1.090, H69 1.090
61 C 1.774 -2.351 -3.051  C60 1.625, O62 1.371, H70 1.090, H71 1.090
62 O 3.128 -2.133 -3.042  C61 1.371, C63 1.352
63 C 3.896 -2.882 -2.220  O62 1.352, O64 1.323, O65 1.358
64 O 3.490 -3.619 -1.199  C63 1.323
65 O 5.212 -2.679 -2.488  C63 1.358, C66 1.462
66 C 6.163 -3.556 -1.806  O65 1.462, H72 1.090, H73 1.090, H74 1.090
67 H 0.999 -0.152 -3.345  C60 1.090
68 H 0.069 -1.523 -4.146  C60 1.090
69 H 1.578 -0.887 -4.740  C60 1.090
70 H 1.490 -3.282 -3.542  C61 1.090
71 H 1.377 -2.296 -2.037  C61 1.090
72 H 5.911 -4.583 -2.071  C66 1.090
73 H 6.049 -3.417 -0.731  C66 1.090
74 H 7.187 -3.357 -2.123  C66 1.090
75 C 0.620 7.264 1.491  C76 1.600, H82 1.090, H83 1.090, H84 1.090
76 C -0.438 6.260 0.835  C75 1.600, O77 1.433, H85 1.090, H86 1.090
77 O -1.559 7.105 0.545  C76 1.433, C78 1.309
78 C -2.692 6.548 0.201  O77 1.309, O79 1.213, O80 1.383
79 O -3.013 5.425 0.528  C78 1.213
80 O -3.519 7.397 -0.511  C78 1.383, C81 1.429
81 C -3.198 8.772 -0.733  O80 1.429, H87 1.090, H88 1.090, H89 1.090
82 H 0.073 7.871 2.213  C75 1.090
83 H 1.078 7.876 0.714  C75 1.090
84 H 1.395 6.726 2.037  C75 1.090
85 H -0.628 5.442 1.530  C76 1.090
86 H -0.079 5.865 -0.116  C76 1.090
87 H -3.450 9.379 0.137  C81 1.090
88 H -3.786 9.108 -1.587  C81 1.090
89 H -2.162 8.923 -1.038  C81 1.090
90 C 1.467 -5.845 0.104  C91 1.501, H97 1.090, H98 1.090, H99 1.090
91 C 0.396 -5.221 -0.744  C90 1.501, O92 1.390, H100 1.090, H101 1.090
92 O 0.423 -5.753 -2.027  C91 1.390, C93 1.271
93 C -0.405 -5.422 -2.933  O92 1.271, O94 1.189, O95 1.334
94 O -1.284 -4.641 -2.757  C93 1.189
95 O -0.324 -6.197 -4.017  C93 1.334, C96 1.383
96 C -1.300 -6.033 -4.982  O95 1.383, H102 1.090, H103 1.090, H104 1.090
97 H 1.706 -5.281 1.006  C90 1.090
98 H 2.378 -5.921 -0.489  C90 1.090
99 H 1.354 -6.879 0.429  C90 1.090
100 H 0.546 -4.142 -0.754  C91 1.090
101 H -0.558 -5.479 -0.284  C91 1.090
102 H -2.309 -5.873 -4.602  C96 1.090
103 H -1.333 -6.964 -5.548  C96 1.090
104 H -0.888 -5.267 -5.639  C96 1.090
105 C -1.586 3.138 -2.746  C106 1.514, H112 1.090, H113 1.090, H114 1.090
106 C -0.260 3.778 -2.388  C105 1.514, O107 1.486, H115 1.090, H116 1.090
107 O -0.448 5.252 -2.386  C106 1.486, C108 1.336
108 C -0.308 6.081 -3.424  O107 1.336, O109 1.216, O110 1.337
109 O -0.017 5.768 -4.562  C108 1.216
110 O -0.528 7.336 -3.021  C108 1.337, C111 1.402
111 C -0.971 8.287 -3.952  O110 1.402, H117 1.090, H118 1.090, H119 1.090
112 H -1.648 2.051 -2.695  C105 1.090
113 H -1.922 3.492 -3.720  C105 1.090
114 H -2.269 3.535 -1.995  C105 1.090
115 H 0.625 3.436 -2.925  C106 1.090
116 H -0.135 3.591 -1.321  C106 1.090
117 H -0.928 9.303 -3.561  C111 1.090
118 H -1.943 8.127 -4.419  C111 1.090
119 H -0.206 8.499 -4.699  C111 1.090
120 C -8.849 0.475 -1.299  C121 1.513, H127 1.090, H128 1.090, H129 1.090
121 C -8.996 0.961 0.125  C120 1.513, O122 1.426, H130 1.090, H131 1.090
122 O -7.671 0.983 0.651  C121 1.426, C123 1.363
123 C -6.977 2.156 0.641  O122 1.363, O124 1.230, O125 1.389
124 O -7.405 3.246 0.264  C123 1.230
125 O -5.702 1.976 1.160  C123 1.389, C126 1.444
126 C -4.698 2.997 0.972  O125 1.444, H132 1.090, H133 1.090, H134 1.090
127 H -8.504 -0.546 -1.465  C120 1.090
128 H -8.237 1.206 -1.828  C120 1.090
129 H -9.870 0.632 -1.646  C120 1.090
130 H -9.592 0.207 0.640  C121 1.090
131 H -9.550 1.888 0.279  C121 1.090
132 H -4.356 3.097 -0.058  C126 1.090
133 H -3.776 2.876 1.541  C126 1.090
134 H -5.081 3.946 1.347  C126 1.090
135 C 8.350 -0.557 -1.830  C136 1.513, H142 1.090, H143 1.090, H144 1.090
136 C 7.389 -0.023 -2.869  C135 1.513, O137 1.415, H145 1.090, H146 1.090
137 O 6.435 0.850 -2.294  C136 1.415, C138 1.316
138 C 5.256 0.958 -2.869  O137 1.316, O139 1.242, O140 1.342
139 O 4.914 0.370 -3.907  C138 1.242
140 O 4.524 1.742 -2.062  C138 1.342, C141 1.417
141 C 3.200 2.060 -2.454  O140 1.417, H147 1.090, H148 1.090, H149 1.090
142 H 7.925 -1.378 -1.252  C135 1.090
143 H 8.873 0.211 -1.259  C135 1.090
144 H 9.137 -1.114 -2.336  C135 1.090
145 H 6.890 -0.879 -3.324  C136 1.090
146 H 8.088 0.394 -3.594  C136 1.090
147 H 3.248 2.663 -3.361  C141 1.090
148 H 2.759 2.650 -1.651  C141 1.090
149 H 2.482 1.255 -2.606  C141 1.090
150 C -4.908 -2.297 -5.933  C151 1.353, C154 1.389, H155 1.080
151 C -3.679 -2.439 -5.385  C150 1.353, C152 1.384, H156 1.080
152 C -2.835 -2.968 -6.346  C151 1.384, N153 1.372, H157 1.080
153 N -3.565 -3.222 -7.480  C152 1.372, C154 1.398, H158 1.010
154 C -4.823 -2.648 -7.275  C150 1.389, N153 1.398, H159 1.080
155 H -5.750 -1.872 -5.407  C150 1.080
156 H -3.455 -2.063 -4.398  C151 1.080
157 H -1.756 -2.999 -6.374  C152 1.080
158 H -3.149 -3.534 -8.346  N153 1.010
159 H -5.592 -2.625 -8.032  C154 1.080
160 C -4.418 0.441 5.937  C161 1.407, C164 1.345, H165 1.080
161 C -4.870 0.887 4.682  C160 1.407, C162 1.409, H166 1.080
162 C -6.252 0.617 4.730  C161 1.409, N163 1.368, H167 1.080
163 N -6.647 0.230 5.981  C162 1.368, C164 1.392, H168 1.010
164 C -5.473 0.162 6.725  C160 1.345, N163 1.392, H169 1.080
165 H -3.392 0.417 6.272  C160 1.080
166 H -4.325 1.365 3.882  C161 1.080
167 H -6.971 0.944 3.994  C162 1.080
168 H -7.612 -0.002 6.168  N163 1.010
169 H -5.436 -0.069 7.779  C164 1.080
170 C -3.388 -4.970 3.070  C171 1.425, C174 1.372, H175 1.080
171 C -3.775 -3.770 2.406  C170 1.425, C172 1.462, H176 1.080
172 C -4.296 -2.930 3.483  C171 1.462, N173 1.384, H177 1.080
173 N -4.177 -3.624 4.674  C172 1.384, C174 1.390, H178 1.010
174 C -3.567 -4.848 4.424  C170 1.372, N173 1.390, H179 1.080
175 H -2.887 -5.840 2.672  C170 1.080
176 H -3.837 -3.564 1.347  C171 1.080
177 H -4.806 -1.979 3.449  C172 1.080
178 H -4.481 -3.343 5.595  N173 1.010
179 H -3.446 -5.577 5.212  C174 1.080